# 1
{"formula": "C18H58BF4N4O9", "method": "ωB97M-V/def2-TZVPD", "total_charge": -1, "orbital_gap_ev": 9.41, "total_energy_ev": -55548.1429, "lumo_ha": 0.09302, "elements": ["B", "F", "F", "F", "F", "C", "C", "O", "H", "H", "H", "H", "H", "H", "O", "H", "H", "O", "H", "H", "O", "H", "H", "O", "H", "H", "C", "C", "C", "O", "C", "N", "H", "H", "H", "H", "H", "H", "H", "H", "H", "H", "H", "C", "C", "C", "O", "C", "N", "H", "H", "H", "H", "H", "H", "H", "H", "H", "H", "H", "C", "C", "C", "O", "C", "N", "H", "H", "H", "H", "H", "H", "H", "H", "H", "H", "H", "C", "C", "C", "O", "C", "N", "H", "H", "H", "H", "H", "H", "H", "H", "H", "H", "H"], "coordinates": [[-1.058, 1.102, 0.737], [-1.827, 2.162, 1.228], [-1.881, -0.031, 0.468], [-0.383, 1.504, -0.418], [-0.214, 0.645, 1.767], [-3.277, 4.645, -1.009], [-4.815, 4.714, -1.029], [-5.350, 3.609, -0.325], [-3.024, 3.652, -1.388], [-2.807, 4.723, -0.028], [-2.810, 5.384, -1.664], [-5.095, 4.665, -2.087], [-5.174, 5.647, -0.596], [-4.869, 2.816, -0.629], [-4.157, 1.069, -0.836], [-3.567, 0.937, -0.080], [-4.835, 0.392, -0.733], [-3.003, -1.125, 2.712], [-2.407, -1.294, 3.454], [-2.470, -0.615, 2.078], [2.380, 1.349, 0.578], [1.868, 1.381, 1.393], [1.737, 1.576, -0.108], [0.270, 4.169, 1.052], [1.008, 3.658, 1.402], [-0.515, 3.629, 1.239], [-0.665, -3.474, 1.371], [-1.805, -3.739, 0.392], [-1.541, -5.079, -0.355], [-0.246, -5.178, -0.959], [-0.064, -6.501, -1.413], [-3.083, -3.882, 1.103], [-0.701, -2.414, 1.642], [0.296, -3.628, 0.873], [-0.749, -4.013, 2.316], [-1.959, -2.914, -0.305], [-2.331, -5.259, -1.085], [-1.596, -5.798, 0.473], [0.194, -7.179, -0.585], [0.837, -6.512, -2.027], [-0.972, -6.869, -1.897], [-2.856, -4.536, 1.851], [-3.274, -2.995, 1.571], [2.775, -0.219, 4.214], [1.597, -0.696, 5.059], [1.265, 0.328, 6.160], [2.476, 0.760, 6.742], [2.354, 1.908, 7.545], [0.406, -0.791, 4.204], [3.710, 0.045, 4.708], [2.458, 0.514, 3.479], [3.089, -1.110, 3.650], [1.732, -1.722, 5.399], [0.608, -0.106, 6.924], [0.683, 1.152, 5.727], [3.361, 2.149, 7.892], [1.751, 1.808, 8.453], [2.015, 2.733, 6.911], [0.599, -1.457, 3.461], [0.153, 0.053, 3.706], [0.189, -2.792, -3.350], [0.104, -2.064, -2.015], [1.410, -1.555, -1.411], [2.452, -2.526, -1.590], [3.620, -2.181, -0.886], [-0.980, -1.092, -2.054], [0.712, -2.178, -4.098], [-0.808, -2.838, -3.797], [0.575, -3.807, -3.411], [-0.189, -2.890, -1.364], [1.351, -1.341, -0.341], [1.755, -0.683, -1.986], [4.385, -2.834, -1.307], [3.541, -2.417, 0.185], [3.870, -1.119, -0.962], [-0.638, -0.147, -2.228], [-1.182, -0.889, -1.066], [0.295, 1.198, -4.350], [0.766, 2.520, -3.713], [1.675, 3.385, -4.541], [2.839, 2.628, -4.850], [3.940, 3.498, -5.133], [-0.462, 3.245, -3.298], [-0.085, 1.364, -5.359], [-0.557, 0.887, -3.759], [1.105, 0.470, -4.355], [1.367, 2.342, -2.808], [1.879, 4.333, -4.029], [1.230, 3.675, -5.503], [4.859, 2.928, -5.246], [4.041, 4.130, -4.244], [3.697, 4.065, -6.038], [-0.108, 4.146, -2.977], [-0.884, 2.797, -2.494]]}

=====

# 2
{"formula": "C18H58F3LiO17", "method": "ωB97M-V/def2-TZVPD", "orbital_gap_ev": 7.71, "total_energy_ev": -62765.9509, "lumo_ha": -0.02434, "elements": ["Li", "C", "O", "O", "C", "F", "F", "F", "C", "C", "H", "H", "H", "H", "H", "H", "C", "O", "C", "C", "O", "C", "H", "H", "H", "H", "H", "H", "H", "H", "H", "H", "C", "O", "C", "C", "O", "C", "H", "H", "H", "H", "H", "H", "H", "H", "H", "H", "C", "O", "C", "C", "O", "C", "H", "H", "H", "H", "H", "H", "H", "H", "H", "H", "O", "H", "H", "O", "H", "H", "O", "H", "H", "O", "H", "H", "O", "H", "H", "O", "H", "H", "O", "H", "H", "C", "O", "H", "H", "H", "H", "C", "O", "H", "H", "H", "H"], "coordinates": [[-0.259, 4.817, -2.373], [-0.928, 2.861, -0.166], [-0.253, 2.104, -1.174], [-1.384, 4.000, -0.787], [-1.801, 1.898, 0.718], [-3.064, 2.259, 0.990], [-1.849, 0.628, 0.251], [-1.225, 1.757, 1.959], [0.914, 1.396, -0.769], [1.397, 0.693, -2.041], [1.554, 1.370, -2.881], [2.424, 0.387, -1.809], [0.790, -0.173, -2.295], [0.719, 0.593, -0.057], [1.743, 2.071, -0.536], [-0.142, 3.199, 0.525], [-3.194, -5.264, 0.772], [-2.139, -4.379, 0.438], [-0.887, -5.024, 0.566], [0.321, -4.076, 0.426], [0.331, -3.013, 1.337], [-0.595, -1.995, 1.028], [-3.139, -6.270, 0.354], [-4.134, -4.822, 0.435], [-3.417, -5.361, 1.840], [-0.760, -5.754, -0.243], [-0.788, -5.493, 1.549], [0.459, -3.812, -0.626], [1.130, -4.774, 0.657], [-0.223, -0.983, 1.217], [-1.447, -2.105, 1.703], [-0.930, -1.879, -0.005], [0.673, -2.482, 4.866], [-0.393, -2.111, 5.706], [-1.689, -2.241, 5.166], [-2.109, -0.839, 4.677], [-1.876, 0.187, 5.638], [-2.506, 1.384, 5.290], [0.821, -3.568, 4.933], [1.588, -1.973, 5.153], [0.411, -2.352, 3.811], [-2.417, -2.399, 5.964], [-1.725, -3.007, 4.392], [-3.186, -0.725, 4.492], [-1.697, -0.638, 3.680], [-2.235, 2.170, 5.995], [-3.599, 1.330, 5.234], [-2.211, 1.789, 4.313], [5.576, -2.710, -1.780], [4.468, -3.515, -2.064], [3.311, -2.847, -2.517], [3.295, -2.571, -4.003], [4.259, -1.745, -4.574], [4.098, -0.366, -4.374], [5.899, -2.101, -2.624], [6.390, -3.364, -1.452], [5.509, -2.117, -0.857], [3.130, -1.927, -1.949], [2.472, -3.518, -2.326], [2.258, -2.267, -4.224], [3.250, -3.538, -4.513], [4.928, 0.201, -4.783], [3.955, -0.176, -3.304], [3.165, 0.045, -4.783], [0.523, 2.149, -5.339], [0.736, 1.475, -5.992], [-0.419, 2.314, -5.457], [-3.473, 2.706, -2.638], [-2.694, 2.964, -2.083], [-3.925, 3.540, -2.779], [1.814, 4.968, -1.583], [2.146, 4.580, -0.754], [1.772, 5.913, -1.399], [-2.391, 4.847, 2.386], [-3.173, 5.036, 2.914], [-1.935, 4.149, 2.869], [-3.981, -0.101, -2.330], [-3.830, 0.861, -2.292], [-3.517, -0.451, -1.571], [0.133, 5.898, 1.573], [0.834, 6.523, 1.785], [0.303, 5.141, 2.138], [-4.521, 4.589, -0.009], [-4.804, 4.404, -0.907], [-5.006, 3.959, 0.534], [2.888, 4.138, 1.827], [3.208, 5.114, 0.837], [2.027, 3.604, 1.427], [3.749, 3.512, 2.054], [2.513, 4.604, 2.742], [3.844, 5.759, 1.157], [-1.104, -3.511, -3.136], [-0.115, -2.486, -3.083], [-1.294, -3.661, -4.207], [-0.753, -4.481, -2.790], [-2.038, -3.218, -2.654], [-0.556, -1.704, -3.428]]}

=====

# 3
{"formula": "C18H62N8O13", "method": "ωB97M-V/def2-TZVPD", "de_lowest_kj_mol": 516.5, "orbital_gap_ev": 8.46, "total_energy_ev": -58206.1782, "lumo_ha": -0.00308, "elements": ["C", "C", "O", "H", "H", "H", "H", "H", "H", "C", "C", "O", "H", "H", "H", "H", "H", "H", "C", "C", "O", "H", "H", "H", "H", "H", "H", "C", "C", "O", "H", "H", "H", "H", "H", "H", "C", "C", "O", "H", "H", "H", "H", "H", "H", "C", "O", "N", "N", "H", "H", "H", "H", "C", "O", "N", "N", "H", "H", "H", "H", "C", "O", "N", "N", "H", "H", "H", "H", "C", "O", "N", "N", "H", "H", "H", "H", "C", "O", "H", "H", "H", "H", "C", "O", "H", "H", "H", "H", "C", "O", "H", "H", "H", "H", "C", "O", "H", "H", "H", "H"], "coordinates": [[-3.781, -1.442, -1.714], [-3.629, -1.680, -3.224], [-2.242, -2.024, -3.547], [-4.854, -1.529, -1.376], [-3.409, -0.467, -1.388], [-3.243, -2.128, -1.106], [-3.937, -0.820, -3.827], [-4.213, -2.545, -3.581], [-2.188, -2.134, -4.510], [0.308, 4.151, -0.690], [0.046, 3.189, 0.453], [-1.342, 3.083, 0.760], [-0.274, 3.950, -1.581], [1.393, 4.098, -0.848], [0.095, 5.154, -0.461], [0.593, 3.291, 1.443], [0.415, 2.197, 0.123], [-1.500, 2.843, 1.703], [3.226, -1.474, -1.528], [2.893, -2.729, -0.723], [2.815, -2.399, 0.653], [2.348, -0.874, -1.641], [3.590, -1.668, -2.536], [3.965, -0.892, -0.988], [3.706, -3.409, -0.975], [1.945, -3.175, -1.054], [2.500, -3.096, 1.212], [-1.856, -1.304, 1.417], [-1.082, -0.343, 0.518], [0.242, -0.901, 0.249], [-1.725, -2.325, 1.073], [-2.952, -1.162, 1.339], [-1.479, -1.278, 2.463], [-1.054, 0.588, 1.115], [-1.499, -0.072, -0.492], [0.825, -0.548, 0.918], [3.208, 2.136, -3.070], [3.632, 2.075, -1.613], [2.663, 1.518, -0.838], [3.222, 1.139, -3.560], [3.846, 2.859, -3.519], [2.256, 2.596, -3.090], [3.942, 2.989, -1.278], [4.555, 1.437, -1.562], [3.132, 0.954, -0.185], [-1.660, 1.740, 3.809], [-2.469, 0.626, 3.808], [-0.458, 1.704, 4.338], [-2.046, 2.896, 3.394], [-0.365, 1.053, 5.167], [0.147, 2.552, 4.290], [-3.044, 2.887, 3.033], [-1.562, 3.807, 3.596], [-0.403, 1.357, -3.065], [-0.057, 2.587, -3.639], [0.424, 0.820, -2.195], [-1.503, 0.684, -3.356], [1.330, 1.197, -1.879], [0.258, -0.032, -1.643], [-2.075, 1.075, -4.075], [-1.747, -0.232, -3.009], [-0.698, -4.451, -1.059], [-1.358, -5.376, -1.814], [0.132, -4.870, -0.170], [-0.839, -3.181, -1.235], [0.244, -5.895, -0.098], [0.561, -4.247, 0.559], [-1.546, -2.887, -1.962], [-0.330, -2.438, -0.760], [4.709, 1.009, 1.552], [4.546, 2.112, 2.355], [5.782, 0.784, 0.956], [3.744, 0.179, 1.313], [6.537, 1.483, 1.276], [6.073, -0.021, 0.370], [2.796, 0.298, 1.721], [3.843, -0.763, 0.810], [0.570, -4.070, 3.115], [1.538, -4.440, 2.200], [1.087, -3.837, 4.033], [0.002, -4.972, 3.445], [-0.155, -3.282, 2.773], [2.044, -5.241, 2.536], [1.669, -0.673, 3.352], [1.162, 0.312, 2.499], [1.128, -0.812, 4.258], [2.674, -0.525, 3.737], [1.637, -1.575, 2.719], [0.718, 1.014, 3.020], [-4.211, 1.451, 1.094], [-4.141, 2.759, 1.600], [-4.392, 0.699, 1.858], [-3.233, 1.147, 0.650], [-4.978, 1.376, 0.289], [-3.934, 3.327, 0.918], [-4.230, 2.234, -2.670], [-3.121, 2.339, -1.793], [-4.332, 3.114, -3.257], [-5.201, 2.161, -2.210], [-4.055, 1.347, -3.286], [-2.317, 1.911, -2.250]]}

=====

# 4
{"formula": "C18H64N2O14", "method": "ωB97M-V/def2-TZVPD", "de_lowest_kj_mol": 188.0, "orbital_gap_ev": 8.28, "total_energy_ev": -51341.1114, "lumo_ha": -0.00343, "elements": ["C", "C", "O", "H", "H", "H", "H", "H", "H", "C", "C", "O", "H", "H", "H", "H", "H", "H", "C", "C", "O", "H", "H", "H", "H", "H", "H", "C", "C", "O", "H", "H", "H", "H", "H", "H", "C", "O", "N", "N", "H", "H", "H", "H", "C", "O", "H", "H", "H", "H", "C", "O", "H", "H", "H", "H", "C", "O", "H", "H", "H", "H", "C", "O", "H", "H", "H", "H", "C", "O", "H", "H", "H", "H", "C", "O", "H", "H", "H", "H", "C", "O", "H", "H", "H", "H", "C", "O", "H", "H", "H", "H", "C", "O", "H", "H", "H", "H"], "coordinates": [[2.810, -3.362, -0.455], [3.718, -4.343, 0.365], [2.794, -5.294, 0.853], [3.395, -2.680, -1.108], [2.218, -2.817, 0.219], [2.172, -3.888, -1.149], [4.125, -3.741, 1.152], [4.454, -4.807, -0.245], [3.208, -5.851, 1.435], [-4.645, 1.650, -4.142], [-3.436, 2.291, -3.534], [-2.608, 1.441, -2.739], [-4.512, 1.104, -5.039], [-5.196, 2.580, -4.395], [-5.070, 1.033, -3.459], [-3.746, 3.044, -2.866], [-2.779, 2.875, -4.167], [-1.898, 1.925, -2.338], [2.444, 4.578, 2.741], [2.604, 3.833, 1.419], [1.981, 2.555, 1.474], [3.370, 5.226, 2.918], [2.220, 3.917, 3.541], [1.607, 5.156, 2.787], [3.649, 3.598, 1.311], [2.196, 4.369, 0.619], [2.526, 2.097, 0.793], [-4.507, -3.179, -0.945], [-3.879, -1.947, -0.484], [-2.531, -1.841, -0.900], [-5.383, -3.312, -0.392], [-3.758, -3.985, -0.740], [-4.768, -3.055, -2.037], [-4.049, -1.805, 0.615], [-4.397, -1.052, -0.907], [-2.534, -1.770, -1.853], [-0.372, -3.610, 0.821], [-0.278, -4.169, -0.435], [-1.089, -2.612, 1.153], [0.445, -4.001, 1.778], [-1.641, -2.312, 0.323], [-1.086, -2.012, 2.036], [1.232, -4.545, 1.393], [0.562, -3.590, 2.703], [0.592, -1.915, -2.600], [0.244, -1.847, -4.033], [-0.039, -1.399, -1.944], [1.694, -1.653, -2.404], [0.543, -3.048, -2.390], [0.713, -2.543, -4.438], [3.621, 0.263, -0.701], [3.057, 1.454, -0.797], [4.628, 0.131, -1.085], [3.013, -0.498, -1.183], [3.673, -0.097, 0.352], [3.674, 2.010, -1.326], [0.237, 0.479, -0.225], [0.863, -0.569, 0.508], [0.674, 0.795, -1.173], [0.191, 1.407, 0.342], [-0.810, 0.242, -0.428], [0.149, -1.158, 0.778], [-0.802, 2.571, 3.573], [-0.061, 1.652, 2.830], [-0.249, 3.499, 3.689], [-1.081, 2.306, 4.584], [-1.712, 2.848, 3.024], [0.686, 2.119, 2.397], [0.857, 1.466, -4.067], [0.099, 2.530, -4.469], [1.474, 1.670, -3.153], [1.501, 1.247, -4.840], [0.250, 0.601, -3.938], [0.478, 3.353, -4.074], [3.143, -1.354, 2.795], [2.409, -0.232, 2.977], [2.530, -2.231, 2.484], [3.578, -1.659, 3.739], [3.893, -1.236, 2.103], [1.920, -0.250, 2.141], [-0.718, 3.976, -0.512], [-0.649, 3.254, -1.732], [0.309, 4.313, -0.462], [-0.899, 3.357, 0.333], [-1.526, 4.710, -0.519], [-0.253, 3.844, -2.345], [-2.931, 0.977, 1.142], [-3.653, 1.042, -0.082], [-2.037, 1.449, 1.120], [-2.684, -0.046, 1.219], [-3.507, 1.250, 2.038], [-3.190, 0.581, -0.763], [-0.603, -1.498, 4.126], [-1.117, -0.772, 3.102], [0.470, -1.629, 3.848], [-0.923, -2.536, 4.168], [-0.790, -0.955, 4.994], [-0.500, 0.033, 3.154]]}